## A
ORCA calculation (ωB97M-V/def2-TZVPD) on a 2-piece molecular cluster, C5H8O overall.

Its total charge is 0. The calculation puts the highest occupied orbital energy at -8.685 eV.

Last column: Löwdin charge in e.
Atoms and positions in Å:
C: -0.082 0.985 0.213  -0.163
C: -1.445 0.817 0.785  -0.168
C: -0.950 -0.354 0.043  -0.151
H: 0.704 1.251 0.926  0.114
H: 0.042 1.538 -0.715  0.107
H: -1.441 0.676 1.860  0.112
H: -2.229 1.419 0.362  0.100
H: -1.295 -0.530 -0.978  0.110
H: -0.803 -1.300 0.572  0.113
C: 1.468 -0.885 -1.164  -0.003
C: 1.380 -0.757 0.148  -0.405
O: 1.541 -0.907 1.303  0.113
H: 2.199 -1.621 -1.451  0.062
H: 0.910 -0.333 -1.904  0.060

## B
ORCA calculation (ωB97M-V/def2-TZVPD) on one molecule with the formula C5H8O.

Its total charge is 0. The calculation puts the highest occupied orbital energy at -9.938 eV.

Last column: Löwdin charge in e.
Atoms and positions in Å:
O: -0.226 -0.010 2.129  0.025
C: -0.147 0.022 0.732  -0.430
C: 0.877 0.946 0.065  -0.076
C: 0.274 0.109 -1.081  -0.268
C: 0.371 -1.140 -0.214  -0.086
C: -1.139 0.384 -0.494  -0.040
H: -0.905 -0.652 2.374  0.101
H: 1.926 0.734 0.284  0.112
H: 0.657 2.020 0.057  0.113
H: 0.647 0.005 -2.095  0.130
H: -0.280 -1.965 -0.555  0.107
H: 1.365 -1.540 0.019  0.108
H: -1.521 1.414 -0.544  0.102
H: -1.911 -0.336 -0.821  0.102

Energies relative to the most stable structure are A 75.2; B 0.0, reported in kJ/mol.

## A
ORCA calculation (ωB97M-V/def2-TZVPD) on C5H8O as an isolated structure.

Its total charge is 0. The calculation puts the highest occupied orbital energy at -9.377 eV.

Last column: Löwdin charge in e.
Atoms and positions in Å:
C: 1.014 0.661 -0.328  -0.086
C: -0.546 0.608 -0.340  -0.240
C: -0.322 -0.830 -0.877  -0.084
C: 0.813 -0.779 0.191  -0.274
O: 0.223 -0.517 1.471  -0.114
C: -0.875 0.328 1.121  -0.173
H: 1.375 0.784 -1.355  0.112
H: 1.589 1.242 0.384  0.112
H: -1.167 1.341 -0.861  0.137
H: 0.104 -0.760 -1.884  0.109
H: -1.119 -1.574 -0.874  0.109
H: 1.635 -1.477 0.360  0.147
H: -0.928 1.225 1.749  0.124
H: -1.795 -0.255 1.245  0.121

## B
ORCA calculation (ωB97M-V/def2-TZVPD) on one molecule with the formula C5H8O.

Its total charge is 0. The calculation puts the highest occupied orbital energy at -8.323 eV.

Last column: Löwdin charge in e.
Atoms and positions in Å:
C: -1.899 0.311 0.504  -0.155
C: -0.479 0.698 0.487  -0.019
C: 0.508 -0.369 0.845  -0.252
C: 1.559 -0.236 -0.281  -0.164
C: 0.781 0.209 -1.509  -0.284
O: -0.230 -0.370 -1.854  0.033
H: -2.251 0.799 1.430  0.098
H: -2.149 -0.760 0.545  0.076
H: -2.452 0.804 -0.305  0.082
H: 0.962 -0.079 1.803  0.121
H: 0.123 -1.398 0.941  0.108
H: 2.326 0.501 -0.029  0.110
H: 2.047 -1.194 -0.502  0.120
H: 1.152 1.084 -2.074  0.126

Energies relative to the most stable structure are A 0.0; B 223.6, reported in kJ/mol.

## A
ORCA calculation (ωB97M-V/def2-TZVPD) on an isolated ion of composition C3H3N2OS and charge +1.

Its total charge is +1. The calculation puts the highest occupied orbital energy (alpha / beta) at -15.089 / -15.021 eV.

Last column: Löwdin charge in e.
Atoms and positions in Å:
O: -2.022 0.569 0.113  0.255
N: -0.864 0.370 0.159  -0.162
C: -0.290 -0.712 -0.631  -0.002
C: 1.135 -0.490 -0.407  -0.005
N: 1.324 0.278 0.598  0.122
C: 0.196 0.891 0.959  -0.726
S: -0.156 2.286 1.780  1.012
H: -0.688 -0.680 -1.591  0.140
H: -0.580 -1.648 -0.006  0.223
H: 1.943 -0.865 -0.973  0.142

## B
ORCA calculation (ωB97M-V/def2-TZVPD) on an isolated ion of composition C3H3N2OS and charge +1.

Its total charge is +1. The calculation puts the highest occupied orbital energy (alpha / beta) at -14.190 / -15.403 eV.

Last column: Löwdin charge in e.
Atoms and positions in Å:
C: -0.913 0.734 0.862  -0.271
C: 0.139 -0.779 -1.552  -0.450
C: 0.570 0.551 0.420  -0.042
N: -1.792 1.439 0.527  0.273
N: 0.486 -0.708 -0.285  -0.296
O: 0.348 -1.755 0.355  0.141
S: -0.079 -1.161 -3.012  1.166
H: -0.792 -0.136 1.534  0.143
H: 0.845 1.419 -0.215  0.156
H: 1.188 0.396 1.365  0.180

Energies relative to the most stable structure are A 0.0; B 241.8, reported in kJ/mol.

## A
ORCA calculation (ωB97M-V/def2-TZVPD) on a 2-piece molecular cluster, C6H13NO overall.

Its total charge is 0. The calculation puts the highest occupied orbital energy at -7.843 eV.

Last column: Löwdin charge in e.
Atoms and positions in Å:
C: 0.869 -1.024 2.260  -0.101
C: 0.408 0.052 1.313  -0.165
C: 0.608 0.046 0.002  -0.169
C: -0.006 1.107 -0.862  -0.230
C: -1.482 0.900 -1.152  -0.128
C: -2.197 -0.182 -0.851  -0.222
N: -3.542 -0.342 -1.154  0.032
H: 0.609 -2.004 1.867  0.069
H: 1.966 -1.079 2.314  0.071
H: 0.491 -0.936 3.281  0.068
H: -0.202 0.849 1.719  0.110
H: 1.164 -0.725 -0.534  0.112
H: 0.105 2.096 -0.392  0.109
H: 0.524 1.174 -1.826  0.107
H: -1.875 1.706 -1.753  0.094
H: -1.767 -0.986 -0.276  0.107
H: -3.948 -1.262 -1.066  0.077
H: -3.972 0.241 -1.852  0.081
O: 4.314 0.086 -0.646  -0.060
H: 3.376 -0.136 -0.617  0.003
H: 4.557 0.419 0.226  0.036

## B
ORCA calculation (ωB97M-V/def2-TZVPD) on C6H13NO as an isolated structure.

Its total charge is 0. The calculation puts the highest occupied orbital energy (alpha / beta) at -8.891 / -8.891 eV.

Last column: Löwdin charge in e.
Atoms and positions in Å:
C: -0.129 0.750 -0.292  -0.300
C: -0.183 1.907 0.691  -0.110
C: -1.181 0.960 -1.410  -0.096
C: -1.183 -0.792 0.409  -0.560
N: -1.055 -1.755 -0.405  0.070
O: -1.762 -0.419 1.402  0.047
H: 0.806 0.759 -0.854  0.103
H: -1.575 -2.592 -0.170  0.080
H: 0.785 -1.947 -0.521  0.073
H: -0.946 1.903 -1.915  0.081
H: 0.618 1.901 1.431  0.065
H: -0.108 2.858 0.155  0.080
H: -1.128 1.893 1.231  0.077
H: -1.145 0.157 -2.141  0.071
H: -2.185 1.039 -0.996  0.084
C: 1.372 -0.538 0.831  0.019
C: 1.746 -1.683 0.031  -0.135
H: 1.918 -2.576 0.637  0.094
H: 2.562 -1.496 -0.664  0.082
H: 1.979 0.355 0.817  0.082
H: 0.795 -0.685 1.735  0.092

## C
ORCA calculation (ωB97M-V/def2-TZVPD) on one molecule with the formula C6H13NO.

Its total charge is 0. The calculation puts the highest occupied orbital energy at -9.166 eV.

Last column: Löwdin charge in e.
Atoms and positions in Å:
C: -0.719 1.890 -2.275  -0.013
C: 0.600 1.949 -2.021  -0.193
C: 1.129 1.476 -0.672  -0.178
C: 0.478 -0.056 -0.311  -0.135
C: 0.752 -0.488 1.196  -0.198
N: -0.502 -0.799 1.979  -0.061
C: -0.965 -2.173 1.798  -0.307
O: -1.620 -2.490 0.544  -0.110
H: -1.255 2.363 -3.146  0.067
H: -1.536 1.525 -1.679  0.043
H: 1.430 2.207 -2.666  0.090
H: 2.151 1.170 -0.867  0.073
H: 1.034 2.269 0.251  0.158
H: -0.539 0.169 -0.374  0.035
H: 0.919 -0.765 -0.995  0.102
H: 1.458 -1.280 1.228  0.093
H: 1.280 0.231 1.746  0.077
H: -1.194 -0.084 1.797  0.102
H: -1.649 -2.539 2.618  0.121
H: -0.015 -2.793 1.975  0.124
H: -1.237 -1.781 -0.124  0.109

Energies relative to the most stable structure are A 0.0; B 290.0; C 158.2, reported in kJ/mol.

## A
ORCA calculation (ωB97M-V/def2-TZVPD) on one molecule with the formula C6H13NO.

Its total charge is 0. The calculation puts the highest occupied orbital energy at -9.756 eV.

Last column: Löwdin charge in e.
Atoms and positions in Å:
C: 1.374 -0.541 1.653  -0.071
C: 0.169 0.247 1.133  -0.361
C: -1.120 -0.503 1.455  -0.076
C: 0.394 0.329 -0.422  -0.323
C: 0.365 -1.010 -1.181  -0.045
N: -0.587 1.303 -0.946  0.057
C: -0.809 1.539 -2.272  -0.360
O: -0.123 1.153 -3.192  0.018
H: 1.165 -1.187 2.507  0.077
H: 1.949 -1.081 0.907  0.070
H: 2.095 0.166 2.089  0.080
H: 0.141 1.295 1.420  0.131
H: -1.167 -1.430 0.896  0.064
H: -2.017 0.025 1.093  0.072
H: -1.304 -0.628 2.519  0.081
H: 1.398 0.723 -0.578  0.141
H: 1.366 -1.422 -1.301  0.081
H: -0.346 -1.706 -0.755  0.063
H: 0.074 -0.907 -2.224  0.065
H: -1.402 1.359 -0.367  0.104
H: -1.613 2.277 -2.436  0.128

## B
ORCA calculation (ωB97M-V/def2-TZVPD) on a 2-piece molecular cluster, C6H13NO overall.

Its total charge is 0. The calculation puts the highest occupied orbital energy at -7.752 eV.

Last column: Löwdin charge in e.
Atoms and positions in Å:
C: 1.483 0.063 -1.404  -0.037
C: 1.283 0.548 -0.011  -0.158
C: 0.344 -0.174 0.756  -0.328
C: -0.408 0.567 1.691  -0.122
N: -0.342 1.950 1.683  0.038
C: 0.072 -1.610 0.585  -0.246
C: -0.775 -2.024 -0.703  -0.104
H: 2.018 0.730 -2.100  0.036
H: 1.959 -0.631 -0.605  0.093
H: 1.646 1.524 0.381  0.124
H: -1.211 0.050 2.244  0.123
H: -0.664 2.401 0.823  0.085
H: -0.673 2.256 2.592  0.088
H: 0.987 -2.208 0.353  0.103
H: -0.503 -2.111 1.473  0.139
H: -0.785 -3.140 -0.841  0.080
H: -0.380 -1.535 -1.620  0.045
H: -1.679 -1.458 -0.343  0.079
O: -1.156 1.546 -1.366  -0.131
H: -0.215 1.097 -1.444  0.024
H: -1.000 2.159 -2.145  0.067

Energies relative to the most stable structure are A 0.0; B 504.9, reported in kJ/mol.

## A
ORCA calculation (ωB97M-V/def2-TZVPD) on a 3-piece molecular cluster, C4H10O3 overall.

Its total charge is 0. The calculation puts the highest occupied orbital energy at -8.687 eV.

Last column: Löwdin charge in e.
Atoms and positions in Å:
C: -1.271 1.953 1.851  0.038
C: -0.218 1.132 1.754  -0.112
C: -0.116 0.288 0.540  -0.443
C: 0.531 -0.897 0.574  0.049
O: -0.869 0.664 -0.519  0.033
H: -1.995 2.019 1.056  0.062
H: -1.348 2.606 2.710  0.057
H: 0.515 0.832 2.486  0.103
H: 0.203 -1.635 -0.155  0.049
H: 0.796 -1.366 1.508  0.058
H: -0.564 0.191 -1.303  0.114
O: 3.116 1.047 -1.500  -0.062
H: 2.965 1.763 -2.152  0.050
H: 2.485 1.360 -0.864  0.001
O: -1.301 -3.144 -2.316  -0.033
H: -0.768 -3.657 -1.721  0.023
H: -2.161 -3.156 -1.948  0.013

## B
ORCA calculation (ωB97M-V/def2-TZVPD) on a 2-piece molecular cluster, C4H10O3 overall.

Its total charge is 0. The calculation puts the highest occupied orbital energy at -8.793 eV.

Last column: Löwdin charge in e.
Atoms and positions in Å:
C: -1.012 -1.112 1.121  -0.572
C: 0.176 0.792 -0.553  -0.113
C: 1.090 -0.177 -1.209  -0.064
C: 0.669 1.765 0.448  -0.066
O: 0.182 -0.747 1.383  -0.117
O: -1.602 -0.011 0.125  -0.055
O: -1.161 -2.338 0.393  -0.024
H: -0.259 -2.677 0.314  0.088
H: -2.104 -0.494 -0.551  0.096
H: -1.754 -1.116 1.935  0.140
H: -0.538 1.228 -1.242  0.117
H: 1.846 -0.559 -0.529  0.088
H: -0.149 2.104 1.084  0.099
H: 1.576 0.354 -2.043  0.103
H: 0.535 -1.011 -1.640  0.091
H: 1.043 2.640 -0.105  0.103
H: 1.463 1.361 1.069  0.087

Energies relative to the most stable structure are A 0.0; B 92.4, reported in kJ/mol.